(1)
# C3H12NO3Si

C3H12NO3Si as an isolated structure (ωB97M-V/def2-TZVPD, the OMol25 dataset).

Summary:
max |F| = 2.73 eV/A
LUMO level = -3.806 eV
gap between HOMO and LUMO = 11.33 eV
highest occupied orbital energy = -15.1 eV
E = -18812.1454 eV

Geometry as ORCA input:
```
! RIJCOSX wB97M-V def2-TZVPD def2/J DEFGRID3
* xyz 1 1
C 0.00 2.91 0.98
C 1.37 2.33 0.45
C 1.35 0.81 0.36
N 0.11 0.34 -0.42
O -0.39 -4.56 -1.40
O -0.76 -1.94 -0.72
O -2.65 -3.90 -0.16
Si -1.23 -3.39 -0.74
H -0.26 2.55 2.04
H 0.23 3.98 0.95
H -0.92 2.77 0.42
H 2.02 2.54 1.31
H 1.84 2.80 -0.54
H 2.27 0.53 -0.23
H -0.09 -0.87 -0.55
H 0.26 0.75 -1.34
H -0.78 0.79 -0.03
H -0.39 -5.48 -1.29
H 1.35 0.35 1.39
H -3.32 -3.30 -0.47
*
```


(2)
# C3H12NO4

A 3-piece molecular cluster, C3H12NO4 overall (ωB97M-V/def2-TZVPD, the OMol25 dataset).

Summary:
max |F| = 2.44 eV/A
LUMO level = 4.084 eV
gap between HOMO and LUMO = 8.80 eV
highest occupied orbital energy = -4.7 eV
E = -12986.1525 eV

Geometry as ORCA input:
```
! RIJCOSX wB97M-V def2-TZVPD def2/J DEFGRID3
* xyz -1 1
C -1.33 0.68 1.54
O -2.03 1.34 0.48
C -0.29 -0.24 0.88
C 0.86 0.63 0.48
O 1.96 -0.11 0.05
N 0.18 -1.47 1.59
H -2.06 0.02 2.03
H -0.90 1.37 2.27
H -0.73 -0.69 -0.09
H 0.63 1.39 -0.31
H 1.15 1.17 1.42
H 1.82 -0.39 -1.09
H 0.68 -1.98 0.90
H 0.85 -1.25 2.28
H -1.68 1.07 -0.40
H -1.24 -0.29 -2.70
O -0.88 0.50 -2.29
H 0.11 0.19 -2.13
H 1.49 -1.42 -2.58
O 1.39 -0.51 -2.35
*
```


(3)
# C3H12NO4

A 3-piece molecular cluster, C3H12NO4 overall (ωB97M-V/def2-TZVPD, the OMol25 dataset).

Summary:
max |F| = 2.62 eV/A
LUMO level = -3.299 eV
gap between HOMO and LUMO = 10.82 eV
highest occupied orbital energy = -14.1 eV
E = -12977.9972 eV

Geometry as ORCA input:
```
! RIJCOSX wB97M-V def2-TZVPD def2/J DEFGRID3
* xyz 1 1
O -0.24 -1.72 1.69
C -1.18 -1.10 1.29
C -1.19 -0.07 0.17
C -1.43 -0.90 -1.13
O -2.83 -0.83 -1.40
N 0.18 0.61 0.02
H -2.20 -1.14 1.75
H -1.90 0.75 0.36
H -1.21 -1.97 -0.88
H -0.93 -0.65 -2.05
H -3.02 -0.51 -2.30
H 0.85 0.23 -0.66
H 0.10 1.51 -0.43
H 0.86 0.33 0.83
H 2.83 0.20 1.51
H 2.21 -1.18 1.81
O 1.99 -0.25 1.74
H 3.00 2.04 -1.23
H 1.96 2.73 -0.30
O 2.14 1.94 -0.80
*
```


(4)
# C3H12NO4

A 3-piece molecular cluster, C3H12NO4 overall (ωB97M-V/def2-TZVPD, the OMol25 dataset).

Summary:
max |F| = 10.29 eV/A
LUMO level (spin up / spin down) = -10.670 / -14.200 eV
gap between HOMO and LUMO (spin up / spin down) = 7.78 / 4.25 eV
highest occupied orbital energy (spin up / spin down) = -18.4 / -18.4 eV
E = -12962.5457 eV

Geometry as ORCA input:
```
! RIJCOSX wB97M-V def2-TZVPD def2/J DEFGRID3
* xyz 2 2
O 0.29 1.80 2.06
C -0.37 1.92 1.02
C -0.35 0.72 0.05
C -1.83 0.49 -0.35
O -2.00 1.51 -1.29
N 0.27 -0.52 0.75
H -1.09 2.69 0.81
H 0.11 0.86 -0.99
H -2.74 0.43 0.34
H -1.99 -0.51 -0.81
H -2.15 1.09 -2.28
H 0.96 -0.34 1.53
H -0.54 -1.24 1.07
H 0.88 -1.08 0.08
H 2.62 -3.37 0.61
H 2.19 -2.88 -0.71
O 2.08 -2.81 0.28
H 1.89 -1.33 -2.33
H 0.45 -1.47 -2.25
O 1.23 -1.50 -1.65
*
```


(5)
# C3H12NOS

A 2-piece molecular cluster, C3H12NOS overall (ωB97M-V/def2-TZVPD, the OMol25 dataset).

Summary:
max |F| = 3.61 eV/A
LUMO level = -3.497 eV
gap between HOMO and LUMO = 9.57 eV
highest occupied orbital energy = -13.1 eV
E = -17671.5771 eV

Geometry as ORCA input:
```
! RIJCOSX wB97M-V def2-TZVPD def2/J DEFGRID3
* xyz 1 1
C 0.07 1.41 -0.68
C 0.48 0.27 0.25
C -0.77 -0.62 0.72
S 0.03 -2.02 1.57
N 0.98 0.89 1.51
H -0.33 1.15 -1.65
H -0.62 2.13 -0.20
H 0.88 2.13 -0.87
H 1.19 -0.41 -0.20
H -1.30 -1.08 -0.10
H -1.38 -0.04 1.41
H -0.72 -2.94 0.93
H 0.72 0.28 2.30
H 0.66 1.84 1.74
H 2.00 0.97 1.49
H -0.20 -0.84 -3.15
H -1.09 -1.93 -2.73
O -0.61 -1.18 -2.34
*
```


(6)
# C3H12NOS2

C3H12NOS2 as an isolated structure (ωB97M-V/def2-TZVPD, the OMol25 dataset).

Summary:
max |F| = 3.05 eV/A
LUMO level = -8.612 eV
gap between HOMO and LUMO = 5.00 eV
highest occupied orbital energy = -13.6 eV
E = -28502.6745 eV

Geometry as ORCA input:
```
! RIJCOSX wB97M-V def2-TZVPD def2/J DEFGRID3
* xyz 1 1
N -1.65 0.00 0.83
C -0.65 1.04 0.77
C 0.05 1.41 -0.63
S 0.69 -0.03 -1.41
S 2.81 -0.51 0.88
C 3.94 -0.84 -0.49
H 1.65 -0.34 0.04
H -1.13 -0.86 0.83
H -2.40 0.21 0.20
H -1.11 1.94 1.19
H 0.21 0.71 1.36
H 0.90 2.06 -0.35
H -0.69 1.88 -1.28
H 3.65 -0.24 -1.35
H 4.95 -0.65 -0.14
H 3.91 -1.89 -0.78
H -5.05 -0.90 0.77
H -5.33 -1.86 -0.35
O -4.73 -1.14 -0.10
*
```